(1)
Formula: C26H52O10
Source: OMol25
Level of theory: the ωB97M-V functional and the def2-TZVPD basis

Computed properties:
**Relative energy (zero: lowest compared OMol25 entry of this formula, charge and spin)**: 1550.8 kJ/mol
**Orbital gap**: 0.354 Eh
**LUMO**: 0.06 eV
**2S+1**: 1
**Highest occupied orbital energy**: -9.561 eV

Last column: Löwdin charge in e.
Positions of all 88 atoms, in Å:
O: 2.465 36.075 45.766  0.0846
C: 1.558 35.402 46.179  -0.5049
O: 1.052 34.293 45.496  -0.0822
C: 1.419 34.122 44.072  -0.1105
C: 0.906 32.659 43.770  0.0067
C: 0.833 35.624 47.491  0.0136
H: 2.576 34.185 43.883  0.1320
H: 0.999 34.704 43.459  0.0337
H: 1.399 32.426 43.060  -0.0434
H: -0.134 32.851 43.681  0.0789
H: 0.892 31.841 44.514  0.0857
H: 1.227 36.772 47.661  0.1602
H: 1.092 34.955 48.265  0.0103
H: -0.194 35.469 47.578  0.0672
O: 7.403 28.796 51.001  0.1002
C: 7.167 29.705 50.248  -0.5922
O: 6.036 30.314 50.082  0.0095
C: 4.871 29.857 50.723  -0.2028
C: 3.728 30.777 50.444  -0.1028
C: 8.398 30.137 49.474  0.0120
H: 5.212 29.871 51.752  0.1333
H: 4.771 28.802 50.613  0.1236
H: 3.749 31.745 50.990  0.1416
H: 2.883 30.352 51.183  0.1445
H: 3.370 30.732 49.366  0.0766
H: 9.050 29.209 49.048  0.1445
H: 9.122 30.747 49.891  0.0434
H: 8.041 30.614 48.510  0.0757
C: 4.081 34.837 41.298  -0.0523
C: 3.179 35.962 41.527  -0.4448
O: 1.921 35.974 41.087  -0.0386
C: 3.745 36.963 42.505  -0.0498
H: 4.904 35.171 40.737  0.0711
H: 3.446 34.138 40.764  0.0896
H: 4.582 34.332 42.158  0.0983
H: 4.750 37.232 42.099  0.0785
H: 3.768 36.425 43.576  0.1196
H: 3.227 38.015 42.509  0.1122
C: 6.594 33.578 46.573  -0.0392
C: 5.223 33.297 46.067  -0.4207
O: 4.868 33.426 44.816  -0.0259
C: 4.124 33.065 47.142  -0.0006
H: 7.324 33.080 45.844  0.1047
H: 7.036 33.047 47.316  0.0123
H: 6.932 34.807 46.476  0.1812
H: 3.910 34.260 47.291  0.1606
H: 4.314 32.443 47.995  0.0617
H: 3.265 32.561 46.742  0.0230
C: 8.599 37.817 49.175  -0.0376
C: 9.064 36.441 49.298  -0.4291
O: 8.984 35.644 48.326  0.0095
C: 9.766 35.987 50.630  -0.0070
H: 7.989 38.205 49.878  0.0453
H: 8.243 38.035 48.130  0.1186
H: 9.361 38.519 49.382  0.0784
H: 9.109 35.897 51.411  0.0365
H: 10.659 36.655 50.941  0.1123
H: 10.276 35.038 50.462  0.0709
C: 2.596 34.966 50.693  -0.0348
C: 3.990 35.505 51.006  -0.3650
O: 4.501 35.286 52.221  -0.0492
C: 4.667 36.341 50.016  -0.0128
H: 2.827 34.130 50.064  0.0445
H: 2.085 35.697 50.006  0.0905
H: 2.065 34.747 51.652  0.1125
H: 4.299 37.209 50.134  0.0255
H: 4.559 36.138 49.033  0.0376
H: 5.817 36.352 49.970  0.1251
C: 5.563 29.745 45.781  -0.0590
C: 5.099 28.433 46.050  -0.4320
O: 4.697 27.631 45.048  -0.0497
C: 5.085 27.931 47.539  -0.0040
H: 6.695 29.607 45.410  0.1630
H: 5.494 30.289 46.659  0.0284
H: 5.207 30.346 44.845  0.1336
H: 5.411 26.835 47.350  0.1232
H: 4.055 28.233 47.832  0.0976
H: 5.926 28.409 48.028  0.0500
C: 1.547 30.777 49.628  -0.1041
C: 1.301 32.102 48.951  -0.3678
O: 1.150 33.249 49.567  -0.0729
C: 1.151 32.111 47.439  -0.0218
H: 0.793 30.070 49.295  0.0941
H: 1.411 30.987 50.755  0.1176
H: 2.654 30.294 49.623  0.0063
H: 2.165 32.066 47.237  -0.0092
H: 0.588 33.167 47.180  0.1410
H: 0.723 31.207 46.904  0.1142

(2)
Formula: C26H53BNO6
Source: OMol25
Level of theory: the ωB97M-V functional and the def2-TZVPD basis

Computed properties:
**Orbital gap**: 0.256 Eh
**LUMO**: 2.62 eV
**2S+1**: 1
**Total charge**: -1
**Highest occupied orbital energy**: -4.349 eV

Last column: Löwdin charge in e.
Positions of all 87 atoms, in Å:
C: -1.249 -2.508 2.699  -0.1151
C: -0.239 -2.315 1.547  -0.2700
C: -0.136 -0.873 1.061  -0.2587
C: 1.041 -0.616 0.120  -0.1473
B: 0.897 0.710 -0.871  -0.6771
C: 2.346 0.963 -1.612  -0.2336
N: 3.430 1.440 -0.727  -0.0188
C: 0.436 2.012 0.077  -0.1564
C: 0.734 3.396 -0.491  -0.2262
C: -0.048 4.552 0.181  -0.1969
C: 0.809 5.699 0.748  -0.1916
C: 0.496 6.074 2.214  -0.1981
C: 1.700 6.082 3.170  -0.2105
C: 1.635 4.957 4.214  -0.1751
C: 2.968 4.662 4.901  -0.1752
O: 3.432 3.322 4.730  -0.0162
C: 3.630 2.937 3.445  -0.5004
C: 3.760 1.451 3.312  0.0290
O: 3.678 3.740 2.516  0.0853
C: -0.312 0.473 -1.970  -0.1221
C: 0.083 -0.299 -3.249  -0.1166
C: -0.812 -1.426 -3.688  -0.4733
O: -0.872 -1.839 -4.877  0.0055
O: -1.559 -2.013 -2.734  0.0953
H: -2.028 -3.226 2.450  0.0529
H: -1.742 -1.563 2.930  0.0576
H: -0.763 -2.845 3.613  0.0558
H: 0.745 -2.638 1.885  0.0929
H: -0.527 -2.962 0.719  0.0949
H: -1.081 -0.598 0.584  0.1027
H: -0.040 -0.233 1.942  0.1014
H: 1.927 -0.455 0.750  0.0819
H: 1.253 -1.527 -0.455  0.0907
H: 2.247 1.654 -2.456  0.0873
H: 2.681 0.014 -2.050  0.0683
H: 3.694 2.385 -0.941  0.0364
H: 3.117 1.430 0.229  0.0177
H: -0.649 1.938 0.220  0.0908
H: 0.878 1.953 1.080  0.0815
H: 1.794 3.591 -0.334  0.0831
H: 0.540 3.407 -1.565  0.1004
H: -0.641 4.141 0.999  0.0881
H: -0.771 4.957 -0.530  0.0972
H: 0.699 6.597 0.140  0.0967
H: 1.862 5.422 0.679  0.0917
H: 0.043 7.065 2.229  0.0955
H: -0.248 5.386 2.610  0.0933
H: 1.768 7.032 3.703  0.1025
H: 2.631 5.963 2.617  0.0908
H: 1.227 4.059 3.756  0.1184
H: 0.934 5.269 4.990  0.1094
H: 2.863 4.770 5.978  0.1168
H: 3.731 5.372 4.582  0.1222
H: 4.543 1.243 2.592  0.0907
H: 4.025 1.004 4.267  0.0814
H: 2.814 1.033 2.982  0.0867
H: -0.696 1.450 -2.284  0.0860
H: -1.163 -0.035 -1.515  0.0742
H: 0.083 0.361 -4.114  0.1184
H: 1.077 -0.738 -3.172  0.1118
H: -2.139 -2.625 -3.196  0.1053
C: 1.611 -7.087 0.450  -0.1719
C: 0.336 -7.410 1.227  -0.1735
C: 0.495 -6.525 2.458  -0.2110
O: 1.227 -5.381 2.032  -0.1502
C: 1.768 -5.597 0.729  -0.2001
H: 1.545 -7.309 -0.614  0.1091
H: 2.456 -7.643 0.864  0.1095
H: -0.540 -7.101 0.653  0.1129
H: 0.225 -8.464 1.478  0.1055
H: 1.060 -7.038 3.247  0.1133
H: -0.459 -6.198 2.875  0.1144
H: 1.206 -4.993 0.009  0.1168
H: 2.806 -5.264 0.718  0.1189
C: -5.640 -0.715 -5.444  -0.1686
C: -6.778 -1.654 -5.048  -0.1757
C: -6.120 -3.019 -5.213  -0.2168
O: -4.738 -2.836 -4.920  -0.1423
C: -4.432 -1.436 -4.864  -0.2005
H: -5.749 0.296 -5.055  0.1112
H: -5.560 -0.657 -6.531  0.1122
H: -7.053 -1.491 -4.003  0.1115
H: -7.674 -1.542 -5.658  0.1057
H: -6.220 -3.384 -6.242  0.1141
H: -6.529 -3.774 -4.540  0.1130
H: -4.267 -1.158 -3.818  0.1200
H: -3.511 -1.253 -5.417  0.1132

(3)
Formula: C26H53Cl20O3PS
Source: OMol25
Level of theory: the ωB97M-V functional and the def2-TZVPD basis

Computed properties:
**Orbital gap**: 0.298 Eh
**SMILES**: CP(C)[C@@H]1CCCOS1(=O)=O.ClCCCl.ClCCCl.ClCCCl.ClCCCl.ClCCCl.ClCCCl.ClCCCl.ClCCCl.ClCCCl.ClCCCl
**LUMO**: 0.50 eV
**2S+1**: 1
**Highest occupied orbital energy**: -7.601 eV

Last column: Löwdin charge in e.
Positions of all 104 atoms, in Å:
C: -0.518 -0.755 -1.104  -0.3265
P: 0.440 -1.421 0.410  0.8727
C: 0.939 -0.048 1.639  -0.3168
C: 1.984 -2.474 -0.140  -0.4841
C: 2.849 -3.043 1.128  -0.2237
C: 4.248 -2.253 1.441  -0.1660
C: 4.687 -1.132 0.330  -0.2561
O: 4.666 -1.673 -1.051  -0.2767
S: 3.003 -1.627 -1.476  0.8009
O: 2.870 -2.471 -2.801  -0.3882
O: 2.588 -0.159 -1.760  -0.3931
H: -1.538 -1.330 -1.231  0.0493
H: 0.081 -0.928 -2.108  0.0485
H: -0.702 0.413 -1.031  0.0255
H: 0.170 0.846 1.525  0.0091
H: 2.035 0.348 1.527  0.0461
H: 0.766 -0.475 2.732  0.0021
H: 1.502 -3.432 -0.667  0.1162
H: 2.228 -3.037 2.148  -0.0031
H: 3.102 -4.183 0.879  0.1228
H: 4.258 -1.799 2.540  0.1321
H: 5.106 -3.082 1.446  0.0795
H: 5.824 -0.856 0.548  0.1326
H: 4.062 -0.148 0.442  0.0954
Cl: 0.820 -2.888 3.793  0.6260
C: -0.311 -4.014 4.582  -0.6234
C: -0.563 -5.258 3.744  -0.6538
Cl: -1.483 -4.896 2.263  0.5288
H: -1.239 -3.474 4.791  0.0738
H: 0.140 -4.296 5.539  0.0737
H: -1.155 -5.978 4.317  0.0730
H: 0.374 -5.743 3.452  0.0717
Cl: -0.660 3.091 0.260  0.5523
C: -2.274 3.658 -0.236  -0.6727
C: -3.378 3.089 0.642  -0.6730
Cl: -3.588 1.336 0.407  0.5464
H: -2.419 3.393 -1.288  0.0065
H: -2.263 4.749 -0.158  0.0773
H: -4.333 3.559 0.389  0.0042
H: -3.181 3.268 1.703  0.0752
Cl: 5.939 2.111 -0.229  0.5610
C: 4.633 2.491 -1.378  -0.6411
C: 5.167 3.013 -2.703  -0.6447
Cl: 5.905 4.626 -2.542  0.5345
H: 3.960 3.212 -0.902  0.0624
H: 4.076 1.563 -1.542  0.0388
H: 4.347 3.111 -3.421  0.0785
H: 5.915 2.338 -3.130  0.0736
Cl: -6.730 1.299 3.827  0.5412
C: -8.036 1.679 2.678  -0.6923
C: -7.502 2.201 1.353  -0.6697
Cl: -6.764 3.814 1.514  0.5789
H: -8.709 2.399 3.153  0.0733
H: -8.593 0.751 2.514  -0.0176
H: -8.322 2.299 0.635  0.0472
H: -6.754 1.526 0.926  0.0584
Cl: -4.345 4.150 -2.798  0.6040
C: -5.959 4.717 -3.294  -0.6431
C: -7.063 4.148 -2.416  -0.6612
Cl: -7.273 2.395 -2.651  0.5417
H: -6.104 4.453 -4.346  0.0710
H: -5.949 5.809 -3.216  0.0746
H: -8.018 4.618 -2.669  0.0745
H: -6.866 4.327 -1.354  0.0296
Cl: -0.218 -8.985 1.425  0.5270
C: -1.524 -8.605 0.276  -0.6662
C: -0.990 -8.083 -1.049  -0.6628
Cl: -0.252 -6.471 -0.888  0.5231
H: -2.196 -7.885 0.751  0.0589
H: -2.081 -9.533 0.112  0.0713
H: -1.810 -7.985 -1.767  0.0721
H: -0.242 -8.758 -1.476  0.0697
Cl: -9.893 -2.699 3.074  0.5439
C: -11.199 -2.319 1.925  -0.6625
C: -10.665 -1.797 0.600  -0.6393
Cl: -9.927 -0.184 0.761  0.6174
H: -11.872 -1.598 2.400  0.0704
H: -11.756 -3.247 1.761  0.0732
H: -11.485 -1.699 -0.118  0.0736
H: -9.917 -2.472 0.173  0.0739
Cl: 5.644 -6.551 0.537  0.5378
C: 7.378 -6.184 0.706  -0.6634
C: 7.794 -6.027 2.161  -0.6614
Cl: 7.102 -4.564 2.903  0.5465
H: 7.593 -5.281 0.126  0.0712
H: 7.923 -7.018 0.252  0.0722
H: 8.881 -5.932 2.228  0.0718
H: 7.489 -6.890 2.761  0.0695
Cl: 1.727 5.109 1.451  0.5175
C: 3.000 6.350 1.554  -0.6597
C: 4.392 5.742 1.635  -0.6635
Cl: 4.667 4.897 3.179  0.5335
H: 2.787 6.985 2.420  0.0683
H: 2.916 6.965 0.653  0.0727
H: 5.146 6.530 1.567  0.0741
H: 4.568 5.030 0.823  0.0431
Cl: 5.261 6.239 -7.980  0.5308
C: 6.667 6.581 -6.943  -0.6676
C: 6.258 7.110 -5.576  -0.6813
Cl: 5.549 8.740 -5.671  0.5313
H: 7.315 7.287 -7.471  0.0686
H: 7.212 5.639 -6.829  0.0718
H: 7.137 7.184 -4.929  0.0703
H: 5.532 6.451 -5.091  0.0437

(4)
Formula: C26H53Cl3IIrN12O3
Source: OMol25
Level of theory: the ωB97M-V functional and the def2-TZVPD basis

Computed properties:
**Relative energy (zero: lowest compared OMol25 entry of this formula, charge and spin)**: 0.0 kJ/mol
**Orbital gap (spin up / spin down)**: 0.334 / 0.205 Eh
**LUMO (spin up / spin down)**: -6.85 / -10.35 eV
**2S+1**: 2
**Total charge**: +3
**Highest occupied orbital energy (spin up / spin down)**: -15.938 / -15.938 eV

Last column: Mulliken spin population.
Positions of all 99 atoms, in Å:
Ir: -0.533 0.144 -0.479  -0.0048
C: -1.790 2.180 -4.559  0.0003
N: -2.443 2.584 -3.309  -0.0001
C: -3.460 3.624 -3.510  0.0003
C: -2.110 2.024 -2.142  0.0004
N: -0.912 1.588 -1.868  -0.0010
C: 0.261 2.121 -2.576  0.0002
C: 1.484 1.844 -1.728  0.0012
N: 1.547 0.439 -1.211  0.0001
C: 2.773 0.383 -0.350  0.0100
C: 2.742 -0.589 0.823  -0.0139
N: 2.210 0.070 2.010  0.1591
C: 2.910 0.133 3.052  -0.0315
N: 4.202 -0.350 3.279  0.3032
C: 5.342 0.318 2.663  -0.0190
C: 4.488 -1.136 4.471  -0.0231
N: 2.429 0.816 4.200  0.5236
C: 3.260 1.863 4.766  -0.0367
C: 1.403 0.228 5.040  -0.0335
C: 1.726 -0.543 -2.322  0.0009
C: 0.409 -0.966 -2.950  0.0002
N: -0.571 -1.331 -1.924  0.0006
C: -1.047 -2.585 -1.922  0.0000
N: -2.291 -2.854 -1.506  0.0004
C: -3.411 -1.953 -1.721  0.0003
C: -2.656 -4.147 -0.931  0.0001
N: -0.341 -3.608 -2.469  0.0000
C: -0.991 -4.642 -3.270  0.0000
C: 1.062 -3.860 -2.193  0.0002
N: -3.099 1.826 -1.108  0.0005
C: -4.448 1.460 -1.573  -0.0001
C: -3.127 2.934 -0.125  0.0000
H: -2.554 2.170 -5.336  0.0000
H: -1.396 1.170 -4.465  -0.0002
H: -1.003 2.870 -4.861  0.0000
H: -3.015 4.416 -4.111  0.0000
H: -3.781 4.065 -2.577  -0.0001
H: -4.320 3.224 -4.048  0.0000
H: 0.158 3.202 -2.693  0.0000
H: 0.376 1.703 -3.574  -0.0001
H: 1.458 2.491 -0.854  -0.0008
H: 2.390 2.067 -2.299  0.0001
H: 2.973 1.387 0.025  -0.0027
H: 3.610 0.117 -1.001  0.0022
H: 3.749 -0.980 0.985  0.0090
H: 2.092 -1.437 0.597  -0.0056
H: 5.825 0.994 3.376  0.0095
H: 5.021 0.888 1.794  0.0043
H: 6.076 -0.430 2.360  0.0140
H: 3.619 -1.724 4.753  0.0058
H: 4.802 -0.501 5.309  0.0170
H: 5.308 -1.815 4.242  0.0069
H: 3.779 2.400 3.975  0.0099
H: 3.990 1.453 5.476  0.0279
H: 2.621 2.550 5.318  0.0090
H: 0.756 -0.410 4.442  0.0089
H: 0.829 1.031 5.502  0.0168
H: 1.864 -0.350 5.851  0.0260
H: 2.204 -1.414 -1.884  -0.0001
H: 2.412 -0.134 -3.071  -0.0002
H: 0.593 -1.784 -3.643  0.0003
H: -0.014 -0.159 -3.545  0.0003
H: -3.815 -1.594 -0.779  -0.0002
H: -4.198 -2.499 -2.247  0.0000
H: -3.090 -1.115 -2.339  -0.0002
H: -1.767 -4.673 -0.594  -0.0001
H: -3.206 -4.763 -1.644  -0.0001
H: -3.292 -3.966 -0.065  0.0000
H: -1.978 -4.312 -3.584  0.0000
H: -1.078 -5.589 -2.734  0.0000
H: -0.388 -4.811 -4.163  0.0000
H: 1.174 -4.879 -1.818  0.0001
H: 1.413 -3.183 -1.423  -0.0010
H: 1.676 -3.764 -3.093  0.0000
H: -5.032 2.326 -1.875  0.0000
H: -4.976 0.980 -0.749  0.0001
H: -4.377 0.758 -2.400  0.0000
H: -2.105 3.177 0.156  0.0001
H: -3.619 3.820 -0.519  0.0000
H: -3.681 2.605 0.753  0.0000
N: -1.027 1.653 2.826  -0.0002
C: -0.344 2.283 1.897  0.0001
O: -0.066 1.814 0.769  0.0050
C: 0.084 3.692 2.230  0.0005
I: 1.892 4.302 1.317  0.0003
H: -1.163 0.629 2.762  -0.0006
H: -1.194 2.099 3.713  0.0000
H: 0.220 3.803 3.302  -0.0008
H: -0.691 4.391 1.916  0.0002
Cl: 0.874 -3.219 3.913  0.0005
C: -0.032 -3.222 2.393  -0.0002
Cl: 0.897 -4.134 1.199  0.0002
Cl: -1.603 -3.990 2.635  0.0000
C: -0.327 -1.751 1.956  -0.0059
O: -0.722 -0.996 2.829  0.0013
O: -0.198 -1.529 0.710  0.0064
N: -3.184 -0.009 0.939  0.0003
C: -2.390 0.276 0.089  -0.0017
H: -4.125 0.318 1.117  -0.0001

Sequential E_tot output: -1773.65243, -1553.54714, -11191.43522, -3687.01426 hartree